# 1
Here is 4 unconnected molecules or ions with the total composition C37H40ClNO17 in a non-equilibrium geometry from the OMol25 dataset. Energies are from ωB97M-V/def2-TZVPD.

Output
Calculated total energy (eV): -87829.2036
E_HOMO (eV): -8.577
Kohn-Sham gap (eV): 6.756
Charge: 0
Spin multiplicity: 1

Last column: Löwdin charge in e.
Positions of all 96 atoms, in Å:
1 Cl 1.56863 -1.68890 -3.92660  0.58
2 O 0.68481 10.75914 4.86598  0.12
3 O 1.91370 2.47358 0.72287  0.04
4 O 3.12901 -3.13718 0.08281  0.09
5 O -3.11239 7.98344 4.84742  0.10
6 O -1.86718 2.28913 -3.36975  -0.10
7 O 7.88024 -4.17842 2.17689  0.11
8 O 7.72482 -2.17218 0.34342  0.10
9 O 1.97275 0.59855 -1.70984  0.01
10 O 1.32335 1.46785 -3.89101  -0.04
11 O 3.26855 -5.08400 1.98106  0.10
12 O -0.65707 -7.08644 -2.27155  0.10
13 O 2.38914 2.78271 -2.23035  0.11
14 O 2.29232 8.83401 3.80805  0.10
15 O -6.05400 -7.98155 -1.22796  0.10
16 O -1.48469 6.03086 3.87152  0.08
17 O -4.41327 -9.91699 -2.21300  0.11
18 O -2.27787 -5.17717 -1.20383  0.08
19 N -0.22072 2.92484 1.71167  -0.19
20 C -2.76513 -2.15202 2.55840  -0.09
21 C 0.16185 9.68451 4.62905  -0.31
22 C 4.22979 -3.34919 0.56419  -0.29
23 C -0.96789 7.11756 4.07762  -0.30
24 C -3.90527 -8.82909 -2.00387  -0.31
25 C -0.10188 1.55857 -0.51381  -0.02
26 C -1.07347 2.09878 -4.58115  -0.36
27 C 0.98027 8.57620 4.05860  -0.22
28 C -0.98783 -2.51086 0.60244  -0.02
29 C -0.29441 -0.59446 -1.99541  -0.13
30 C 5.57879 -4.68334 2.13759  0.08
31 C 4.38808 -4.40780 1.60149  -0.22
32 C 6.77479 -3.94398 1.72031  -0.31
33 C -2.79388 -6.25592 -1.44433  -0.30
34 C -4.73748 -7.72124 -1.45394  -0.22
35 C -0.86340 -2.80308 -3.20785  -0.14
36 C -4.21372 -6.52149 -1.19271  0.08
37 C -2.49079 -8.55624 -2.27802  0.08
38 C -1.26073 9.42999 4.87964  0.08
39 C -1.81276 2.90729 -5.75084  -0.06
40 C 1.08596 -0.67127 0.19119  -0.07
41 C 0.55865 3.57838 2.80323  -0.09
42 C 0.65136 2.36304 0.66493  -0.34
43 C -2.00400 -0.87385 3.02615  -0.06
44 C 1.88707 1.69071 -2.61549  -0.40
45 C -0.18985 -1.21588 0.97815  -0.13
46 C 6.61082 -2.86652 0.70270  -0.22
47 C 0.44683 2.53828 -4.31636  -0.12
48 C 5.42019 -2.59355 0.16414  0.09
49 C 0.70794 0.29576 -1.06989  -0.36
50 C 0.36246 -1.94756 -2.54765  -0.64
51 C -1.28926 3.80525 1.14626  -0.08
52 C 0.44845 7.37826 3.80439  0.08
53 C -2.26708 -3.00256 1.36433  -0.06
54 C -1.96797 -7.35558 -2.02002  -0.22
55 C -1.79267 8.23342 4.62217  -0.22
56 C -0.74105 -0.43855 2.23092  -0.02
57 H 5.70789 -5.45032 2.88936  0.14
58 H 0.87876 2.78492 3.57007  0.10
59 H 0.42539 3.45498 -3.63882  0.14
60 H -0.46279 -3.79473 -3.62185  0.08
61 H -1.62424 -2.96729 -2.35283  0.07
62 H 5.28783 -1.81596 -0.57671  0.14
63 H -0.43200 2.31287 -1.30391  0.11
64 H -1.90204 -9.36317 -2.69356  0.14
65 H 1.72890 -0.11057 0.97367  0.13
66 H -2.08352 3.10037 0.68231  0.10
67 H -2.77564 2.31315 -5.99614  0.09
68 H -3.71649 -2.47380 3.10940  0.08
69 H -3.24896 7.05230 4.58449  0.12
70 H -4.80599 -5.70987 -0.79157  0.14
71 H -0.17591 4.26967 3.36910  0.07
72 H -2.18353 3.91666 -5.33956  0.09
73 H 1.03168 6.56523 3.39267  0.12
74 H 2.43040 9.76351 4.07692  0.12
75 H -1.31049 -0.77975 -1.47617  0.14
76 H 1.75363 -1.55199 -0.14843  0.09
77 H -2.85173 -3.94180 1.04582  0.08
78 H 2.54180 -4.70206 1.45071  0.11
79 H -6.18393 -8.91302 -1.49440  0.12
80 H -1.10875 0.97964 -4.82704  0.15
81 H -1.84950 3.24652 -3.11560  0.10
82 H -0.54568 0.04752 -2.91666  0.10
83 H 0.85688 2.90829 -5.33458  0.15
84 H -1.84756 10.24727 5.27689  0.14
85 H -1.22992 2.99230 -6.72656  0.08
86 H -2.35459 -0.24107 3.92214  0.09
87 H 8.45226 -2.55817 0.86963  0.12
88 H 0.80949 -2.62849 -1.75072  0.08
89 H -1.83045 4.38840 1.96526  0.08
90 H -0.86862 4.45780 0.30708  0.10
91 H -1.32456 -2.12263 -3.99788  0.08
92 H 1.41233 4.25073 2.45024  0.09
93 H -0.63193 -3.11093 -0.29484  0.06
94 H -1.07688 1.16161 -0.03150  0.13
95 H -0.19865 0.49569 2.58861  0.08
96 H -0.52578 -6.15710 -1.99940  0.11

Forces on the atoms, in the same order (eV/Å):
-0.60 -0.17 1.17
0.18 -0.38 -0.18
-4.75 -0.66 0.08
0.11 -0.47 0.27
1.24 -0.36 -0.40
0.60 0.43 -0.38
-0.12 0.30 -0.29
-0.68 -0.98 0.71
-1.44 1.30 -1.88
-0.24 0.63 2.98
0.66 0.92 -0.75
-1.25 0.33 0.44
-2.36 -4.24 -2.36
-1.31 0.32 0.45
1.29 -0.33 -0.40
-0.33 0.45 0.19
-0.20 0.39 0.16
0.21 -0.34 -0.13
1.71 0.59 -1.27
2.51 0.86 -1.41
-0.52 0.55 0.30
0.18 0.63 -0.51
0.63 -0.40 -0.29
0.54 -0.56 -0.32
-0.30 0.39 1.13
0.11 0.13 -0.09
1.34 -0.29 -0.44
-0.94 1.65 2.16
0.80 1.02 -1.04
0.37 0.07 0.01
-0.72 -0.94 0.74
-0.02 -0.57 0.54
-0.58 0.42 0.26
-1.33 0.32 0.41
0.63 0.85 1.02
0.35 0.27 0.01
-0.30 -0.22 0.01
0.29 0.21 0.00
-0.73 -0.62 0.26
0.25 -0.19 0.81
-0.78 0.69 1.26
2.47 0.26 0.22
1.40 -2.06 -3.37
2.03 3.02 1.98
-3.48 -1.22 2.32
0.71 0.96 -0.69
-0.70 1.52 -2.27
-0.43 -0.06 -0.05
-1.61 -1.66 1.48
-2.26 -0.97 -0.21
-1.13 -1.03 -0.74
-0.37 -0.30 0.00
1.89 3.64 1.22
1.28 -0.29 -0.43
-1.27 0.33 0.40
-1.54 -2.52 -0.74
-0.01 0.02 -0.03
-0.02 1.20 -1.36
0.39 -1.41 -0.55
-0.77 1.54 0.47
1.11 0.03 -1.53
0.00 -0.02 0.02
0.61 -1.14 0.80
-0.02 0.03 0.02
-1.07 -0.63 -1.45
1.17 1.27 0.58
1.55 0.97 0.43
1.63 0.54 -0.89
-0.04 0.14 0.07
0.01 -0.03 -0.01
1.17 -1.26 -0.94
0.87 -1.34 -0.83
0.00 0.04 0.02
0.05 -0.13 -0.05
1.93 0.09 -0.59
-1.33 1.58 0.34
1.24 1.75 0.47
0.05 -0.07 0.13
-0.04 0.12 0.06
0.08 1.59 0.48
0.05 -1.18 -0.55
0.34 -1.04 1.33
-0.52 -0.63 1.64
0.02 -0.03 -0.01
-0.60 0.08 1.46
0.59 -1.25 -1.66
-0.06 0.09 -0.10
-0.10 1.31 -1.15
1.10 -0.71 -1.18
-0.71 -0.45 1.26
0.53 -1.24 0.85
-0.90 -1.25 0.34
-0.59 0.79 1.42
1.57 0.50 -0.92
-0.79 -1.40 -0.63
0.05 -0.13 -0.06


# 2
Here is 2 unconnected molecules or ions with the total composition C6H12O in a non-equilibrium geometry from the OMol25 dataset. Energies are from ωB97M-V/def2-TZVPD.

Output
Calculated total energy (eV): -8461.3343
E_HOMO (eV): -8.762
Kohn-Sham gap (eV): 9.559
Charge: 0
Spin multiplicity: 1

Last column: natural (NBO) charge in e.
Positions of all 19 atoms, in Å:
1 O -3.48794 0.03052 -0.86996  -0.93
2 C 0.39753 -1.69191 0.66284  -0.46
3 C 1.03076 0.64524 0.56442  -0.22
4 C 0.28721 -2.93785 -0.24169  -0.62
5 C 1.54381 2.00285 0.20708  -0.21
6 C 0.66295 3.02904 0.11571  -0.39
7 C 0.99447 -0.55351 -0.00825  -0.18
8 H -0.70818 -1.37428 1.04655  0.22
9 H -0.76822 -3.13738 -0.49113  0.21
10 H 2.62350 2.11840 0.12112  0.22
11 H 1.03427 3.99077 -0.27465  0.19
12 H 1.28673 -0.73764 -1.11367  0.20
13 H -3.15187 0.24512 -1.70596  0.46
14 H 0.68598 0.62246 1.65527  0.19
15 H -0.46076 3.08356 0.05866  0.21
16 H 0.51304 -3.93307 0.11110  0.22
17 H -4.27464 0.64326 -0.81755  0.47
18 H 0.80578 -1.87004 1.71884  0.22
19 H 0.81741 -2.85848 -1.14959  0.20

Forces on the atoms, in the same order (eV/Å):
-2.25 0.79 1.78
-2.95 -1.38 2.99
0.24 0.08 2.17
-1.85 -0.56 0.82
-2.16 -0.09 -0.06
0.63 0.69 -1.63
0.84 1.47 -2.55
2.21 -0.73 -1.29
0.20 0.59 -0.29
-0.28 0.31 -0.16
0.21 -0.31 0.64
-0.26 0.59 1.89
1.06 0.30 -1.96
0.23 0.08 -1.41
1.29 -1.06 0.63
0.77 -0.01 0.98
1.20 -1.09 0.19
0.20 -0.08 -1.65
0.67 0.43 -1.08